A structure of composition C26H40O20Rb at a distorted geometry, computed with ωB97M-V with the def2-TZVPD basis set.

```
87
Properties=species:S:1:pos:R:3
H -1.184 4.798 -1.112
C -4.865 -4.938 -0.255
C -3.429 6.214 1.080
H -6.274 4.329 -0.009
H 3.652 -2.285 -2.142
O -1.067 -1.132 4.882
O 0.440 -4.026 3.991
H -1.654 -2.226 0.270
O -2.251 5.482 1.505
C -0.394 -0.844 -3.724
C 0.884 4.374 -1.488
C -2.665 -4.753 -0.625
H 3.005 0.257 -3.460
C -4.223 5.155 0.350
H -3.232 -1.384 0.669
O 2.001 2.330 0.851
H -4.008 4.971 -0.703
C -0.306 5.268 -1.554
H -0.167 6.274 -1.160
C -0.454 -2.252 -2.925
O 0.759 3.712 -0.349
O -0.805 0.353 -3.045
H -3.487 -2.833 -1.537
H 2.955 4.744 -2.192
H -0.601 5.481 -2.581
H 3.178 -3.825 -0.776
H 0.561 -0.791 -4.248
O -3.676 -5.635 -0.388
O 2.815 4.321 -0.132
H 0.574 -2.024 5.772
H -6.039 4.974 1.594
C 3.827 -1.216 -2.022
O 5.097 0.274 -3.305
C 5.648 0.137 -2.096
H 2.060 6.012 -1.229
C -5.815 5.150 0.542
H 1.707 -2.554 0.821
O -3.744 3.952 0.886
C -2.484 4.199 1.483
C 2.289 4.954 -1.355
H 4.478 -0.702 -5.432
H -6.365 6.021 0.185
H 1.802 1.329 3.576
C 3.347 -4.015 0.284
H -0.808 -3.140 -3.449
H -3.080 6.927 0.333
H -2.208 -4.780 -1.614
H 2.925 -0.896 -1.501
O -1.836 3.303 2.109
H 0.845 3.683 -2.330
H -3.892 6.458 2.036
H 0.897 -5.145 0.011
C 0.254 -1.055 5.389
H 4.196 -3.369 0.506
C -3.284 -3.243 -0.548
O -4.622 -3.539 -0.254
O -2.237 -0.820 3.003
O -0.040 -0.245 3.223
H -1.992 -4.673 0.229
H -0.008 -3.714 0.160
O 2.089 -3.614 2.386
H 2.739 0.818 4.956
H -2.718 -2.841 1.501
O 6.557 0.787 -1.581
C 0.779 -4.278 0.662
C 3.829 -1.255 -4.754
C 2.064 -3.569 1.000
Rb 0.407 0.281 -0.445
C 3.860 -0.416 -3.397
C 1.051 -0.476 4.198
O -5.984 -5.324 -0.116
H 2.857 -1.632 -5.074
H -1.317 -2.317 -2.262
O 0.557 -2.542 -1.905
H -0.965 -1.124 -4.609
H 0.195 -0.355 6.222
C -2.705 -2.329 0.539
C 1.915 3.375 0.131
O 0.199 -4.673 1.895
H 1.122 1.508 5.195
C 1.725 0.862 4.557
C -1.190 -0.790 3.661
H 1.830 -1.166 3.870
H 4.498 -2.112 -4.670
H 3.601 -5.064 0.435
O 5.092 -0.923 -1.460
C 0.916 -4.216 2.861
```

The relative energy (zero: lowest compared OMol25 entry of this formula, charge and spin) is 0.0 kcal/mol. The value obtained for the HOMO-LUMO gap is 0.1727 Eh. For the calculated total energy, the calculation gives -69212.207 eV. Its total charge is -1.